1.
{
  "formula": "C27H50AsBrNO7S3",
  "method": "wB97M-V/def2-TZVPD",
  "species": ["Br", "As", "S", "S", "S", "O", "O", "O", "O", "O", "O", "O", "N", "C", "C", "C", "C", "C", "C", "C", "C", "C", "C", "C", "C", "C", "C", "C", "C", "C", "C", "C", "C", "C", "C", "C", "C", "C", "C", "C", "H", "H", "H", "H", "H", "H", "H", "H", "H", "H", "H", "H", "H", "H", "H", "H", "H", "H", "H", "H", "H", "H", "H", "H", "H", "H", "H", "H", "H", "H", "H", "H", "H", "H", "H", "H", "H", "H", "H", "H", "H", "H", "H", "H", "H", "H", "H", "H", "H", "H"],
  "positions_angstrom": [[5.1660, -5.1574, -0.8138], [0.8630, -1.7119, -0.7930], [2.1884, -1.0287, 4.2345], [4.6074, 5.9708, 4.2053], [-6.2649, -2.2862, -6.4930], [-4.9944, -1.6364, -6.2742], [-6.5433, -3.6187, -6.0087], [2.3327, 0.2476, 3.5716], [5.8730, 6.4564, 3.7042], [1.7141, -2.2053, 3.5468], [-2.2994, -0.1290, 0.1619], [4.5136, 5.1368, 5.3827], [-1.5844, -0.2713, -4.3524], [3.5034, 7.3602, 4.3939], [1.9411, -1.6163, 6.7723], [0.9154, -3.7455, -1.0109], [3.5213, -4.1011, -0.4086], [1.2110, -0.8043, 5.7105], [-2.0053, -2.4036, -2.0478], [2.8210, 7.4855, 3.0382], [-2.8732, -0.8263, 1.4702], [3.7197, 5.1952, 2.8589], [-7.8805, -0.3419, -7.1683], [2.4799, 6.0563, 2.6114], [1.0328, 0.2927, -0.5888], [-2.8025, -0.9937, -4.2749], [2.3521, -4.3036, -1.4805], [1.8247, 0.7601, 0.7640], [-7.5618, -1.1904, -5.9444], [3.4293, -1.3237, 6.5686], [-1.2480, -0.5583, 1.1606], [3.3894, 0.8650, 0.4380], [-6.6568, -2.1984, -8.2373], [1.2757, 2.2728, 1.0529], [-0.6385, -0.5598, -3.3380], [3.7179, -1.4352, 5.0701], [-0.6819, -1.5484, -2.1575], [-3.0137, -2.0441, -3.1738], [-7.8978, -1.3109, -8.3526], [-0.3647, -1.9772, 0.7680], [-0.6978, 0.2715, 1.8276], [3.4518, 4.1766, 3.1416], [0.9540, 2.7363, 0.0436], [4.0684, 8.2488, 4.6747], [-8.8334, 0.1799, -7.0574], [-3.6260, -0.7908, -5.0363], [1.8245, -1.6448, -2.0302], [4.0581, -2.0080, 7.1428], [-4.0193, -2.6045, -3.1834], [1.7588, 0.6264, -1.4332], [-5.8015, -1.7594, -8.7536], [-7.0984, 0.4095, -7.3174], [0.3222, 2.2664, 1.6932], [-7.9160, -0.7813, -9.3079], [-8.4182, -1.8046, -5.6574], [3.5168, 1.7637, -0.2782], [-1.1408, -2.8116, 0.6795], [0.1904, -1.1439, 5.5358], [3.5080, 7.9335, 2.3128], [1.6466, 5.6845, 3.2163], [2.0859, -1.8461, 0.2058], [-3.2594, -0.0808, 2.2365], [2.7827, 7.1098, 5.1755], [2.6718, -3.8284, -2.4781], [-8.7995, -1.9300, -8.3035], [0.3319, 0.0611, -3.3949], [-7.2177, -0.6043, -5.0926], [0.6455, -4.3057, -0.0324], [0.2155, -2.1300, 1.7373], [3.2000, -4.2827, 0.6784], [-6.8436, -3.2035, -8.6165], [1.2169, 0.2600, 5.9559], [1.9308, 8.1155, 3.0940], [3.6511, -0.3080, 6.9120], [4.3757, 5.1789, 1.9870], [1.5617, 0.1125, 1.6546], [1.6097, -1.3508, 7.7785], [3.6776, -0.0584, -0.1705], [-2.1710, -3.1785, -1.2389], [0.0835, 0.8940, -0.7841], [3.8395, -2.9923, -0.4471], [4.4966, -0.7391, 4.7569], [1.7510, -2.6843, 6.6240], [-3.3426, -1.8167, 1.1809], [2.1709, 6.0099, 1.5651], [2.1051, 2.9310, 1.4787], [3.9949, -2.4531, 4.7905], [2.2383, -5.4467, -1.6242], [4.0078, 0.9797, 1.3884], [0.1598, -4.1333, -1.7961]],
  "total_charge": -1,
  "e_homo_ev": -3.77,
  "total_energy_ev": -208007.994,
  "homo_lumo_gap_ha": 0.2115
}

2.
{
  "formula": "C27H50FN2O15S",
  "method": "wB97M-V/def2-TZVPD",
  "species": ["S", "F", "O", "O", "O", "O", "O", "O", "O", "O", "O", "O", "O", "O", "O", "O", "O", "N", "N", "C", "C", "C", "C", "C", "C", "C", "C", "C", "C", "C", "C", "C", "C", "C", "C", "C", "C", "C", "C", "C", "C", "C", "C", "C", "C", "C", "H", "H", "H", "H", "H", "H", "H", "H", "H", "H", "H", "H", "H", "H", "H", "H", "H", "H", "H", "H", "H", "H", "H", "H", "H", "H", "H", "H", "H", "H", "H", "H", "H", "H", "H", "H", "H", "H", "H", "H", "H", "H", "H", "H", "H", "H", "H", "H", "H", "H"],
  "positions_angstrom": [[-0.5456, -1.8970, -1.5777], [3.6373, -2.3690, 2.3116], [0.5238, 11.3099, 3.0582], [-6.6368, -10.6870, -2.3928], [3.7122, 1.4072, 2.7096], [-7.0728, -9.5629, -0.5861], [-1.4291, -2.2897, -0.4028], [0.2317, -4.5628, -3.4823], [2.5146, 2.3438, 4.3961], [-0.5810, 7.2969, -2.6011], [-1.3702, -2.2038, -2.8171], [-0.1746, 10.0683, 1.4175], [2.6190, 3.2448, 2.3142], [0.6558, 9.0512, 3.2703], [-4.9113, -9.7357, -1.2607], [-0.3186, 5.2141, -3.4655], [0.8371, 5.9561, -1.6534], [3.6191, -4.4924, -1.4801], [3.4311, -3.4658, -0.6580], [2.2709, -2.2958, 1.8736], [2.5752, -4.8022, -2.3371], [-6.0892, -9.9662, -1.4040], [2.5475, 5.3170, 3.6030], [-2.4503, -6.5367, -1.2893], [2.6087, 11.1783, 4.3191], [-4.9512, -12.4092, -2.7745], [-0.4129, -5.7380, -2.8359], [2.9026, 2.3318, 3.2546], [-1.4692, 7.5914, -3.6797], [2.1328, -1.5613, 0.4240], [-5.7187, -11.2330, -3.3490], [1.5263, -3.7118, 1.8965], [-0.0535, 6.0665, -2.6522], [-0.2994, 8.7786, 0.8221], [2.2186, -2.7425, -0.6772], [1.1924, -4.1357, -2.5658], [-6.6105, -8.8752, 0.5746], [-0.2374, -0.0602, -1.6367], [-1.5949, -5.2781, -1.8465], [0.3585, 10.0441, 2.6484], [1.5323, 4.7076, -1.5704], [1.1206, 11.4735, 4.3516], [1.7844, 4.3362, 2.7328], [0.9957, -2.9161, -1.5769], [2.5817, 4.5817, -2.6593], [4.1782, 0.4294, 3.6395], [-0.7950, -6.4593, -3.6481], [-0.8367, 8.8923, -0.1195], [2.8758, 4.8526, 4.5350], [0.3472, -6.3505, -2.2225], [-4.3097, -12.8592, -3.5351], [0.8245, 3.8734, -1.5900], [-3.2608, -6.8482, -2.0278], [4.8547, 0.8914, 4.3614], [3.0279, -0.8645, 0.3321], [1.2087, -3.9767, 2.9696], [0.8743, 0.1696, -1.7089], [-0.9116, 7.6492, -4.6168], [-1.7244, -7.4021, -1.0972], [1.1236, -1.0471, 0.4469], [0.6906, 8.3690, 0.6094], [3.3454, -0.0584, 4.1512], [-4.3217, -12.1044, -1.9359], [3.4463, 5.6667, 3.0892], [2.1281, 4.5749, -3.6525], [-2.2655, 6.8476, -3.7516], [0.6009, 10.8596, 5.0926], [-0.8668, 8.1000, 1.4632], [0.8870, 3.9620, 3.2335], [4.2011, -3.2180, -0.0040], [-1.9218, 8.5639, -3.4847], [-2.3061, -4.5234, -2.3331], [1.4576, 4.8441, 1.8227], [-6.3186, -11.5751, -4.1947], [0.9683, 12.5172, 4.6337], [-1.0976, -4.8122, -0.9185], [3.1523, 3.6580, -2.5397], [-0.6017, 0.3381, -0.6170], [-5.0482, -10.4540, -3.7229], [-2.9270, -6.2292, -0.2886], [3.0621, 11.3765, 5.2925], [2.0241, 4.6903, -0.5953], [0.5561, -3.6639, 1.2906], [2.2319, -4.5286, 1.5319], [-7.4823, -8.4990, 1.1103], [3.2681, 5.4311, -2.6303], [4.7304, -0.3267, 3.0822], [1.9225, 6.1769, 3.8532], [2.7672, -5.7187, -3.0038], [-0.8801, 0.4657, -2.4197], [-5.6398, -13.1677, -2.3945], [-6.0723, -9.5656, 1.2277], [2.8037, 10.1358, 4.0592], [3.1048, 11.7917, 3.5629], [-5.9767, -8.0269, 0.3065], [1.6984, -1.6183, 2.6100]],
  "total_charge": 1,
  "e_homo_ev": -12.03,
  "total_energy_ev": -76042.741,
  "homo_lumo_gap_ha": 0.2429
}

3.
{
  "formula": "C27H50FN2O45S11",
  "method": "wB97M-V/def2-TZVPD",
  "species": ["S", "S", "S", "S", "S", "S", "S", "S", "S", "S", "S", "F", "O", "O", "O", "O", "O", "O", "O", "O", "O", "O", "O", "O", "O", "O", "O", "O", "O", "O", "O", "O", "O", "O", "O", "O", "O", "O", "O", "O", "O", "O", "O", "O", "O", "O", "O", "O", "O", "O", "O", "O", "O", "O", "O", "O", "O", "N", "N", "C", "C", "C", "C", "C", "C", "C", "C", "C", "C", "C", "C", "C", "C", "C", "C", "C", "C", "C", "C", "C", "C", "C", "C", "C", "C", "C", "H", "H", "H", "H", "H", "H", "H", "H", "H", "H", "H", "H", "H", "H", "H", "H", "H", "H", "H", "H", "H", "H", "H", "H", "H", "H", "H", "H", "H", "H", "H", "H", "H", "H", "H", "H", "H", "H", "H", "H", "H", "H", "H", "H", "H", "H", "H", "H", "H", "H"],
  "positions_angstrom": [[4.8290, 6.3879, 2.0412], [-5.5351, -1.6844, -3.4576], [2.9192, -2.6465, -2.8056], [-4.1963, 0.4213, 2.7654], [-0.3972, -1.8632, 1.8054], [4.0082, -6.8379, 1.2665], [1.4691, 1.6879, 6.6590], [-5.2478, 4.1344, -2.2156], [7.7965, 1.0432, -3.0388], [-1.8719, 6.0658, -0.3114], [-2.0423, -5.6277, -3.6968], [2.2960, 2.5967, -1.2736], [5.3938, 5.6359, 3.1053], [7.4959, 1.4597, -1.5112], [2.6285, -3.0420, -1.2916], [-3.5803, -0.8220, 3.0366], [-6.1974, -0.8932, -4.4334], [-5.6423, 3.8146, -3.7325], [-4.5608, -1.1041, -2.5895], [-2.0639, -4.0627, -3.3356], [1.3401, 1.0678, 7.9245], [-5.7154, 0.1763, 2.3377], [3.5653, 5.5669, 1.4804], [3.7299, -1.4787, -2.8071], [-0.6419, 5.9642, -1.0188], [4.4735, 7.7494, 2.1937], [-2.9376, -5.8421, -4.7764], [-0.3804, -1.9042, 0.3778], [5.1889, -6.1021, 1.5368], [-6.6131, -2.4389, -2.5580], [1.5232, 3.2742, 6.8406], [-2.1308, -6.3750, -2.4942], [-2.8676, 7.0055, -0.6596], [-0.5337, -5.6911, -4.2252], [-5.4648, 2.6609, -1.6205], [-6.1968, 5.0271, -1.6666], [-3.6107, 1.3420, 1.8438], [8.4410, -0.2187, -3.0329], [-1.5425, 6.2005, 1.2504], [4.1671, -8.3347, 1.7911], [3.4435, -6.8837, -0.0406], [2.7523, 0.6673, -0.3086], [6.2672, 0.8533, -3.5008], [8.3309, 2.1590, -3.7285], [-2.5400, 4.5970, -0.2618], [-3.8437, 4.3702, -2.1463], [-4.9039, -2.9581, -4.1633], [0.5662, 1.3936, 5.5967], [3.7951, -3.9094, -3.1999], [0.9762, -1.2332, 2.3168], [-4.4832, 1.1653, 4.1467], [2.9691, 1.4862, 6.1388], [2.8743, -6.3732, 2.2928], [-1.3644, -0.6639, 2.1977], [-0.6810, -3.0119, 2.5800], [5.7586, 6.2449, 0.7399], [1.6919, -2.6829, -3.5320], [-0.9576, 0.0645, -1.4495], [-1.9545, 1.9582, -1.5026], [-5.2976, -4.1475, -3.4562], [-2.1623, 5.1408, 1.9852], [2.2954, -7.5272, 2.9265], [0.7746, 0.1449, 2.6744], [5.2312, 5.2248, -0.1128], [-0.6759, 2.2275, -1.9553], [3.7307, 5.2966, 0.0831], [-0.7194, -3.5586, -3.3037], [-6.6868, -3.8285, -2.9430], [1.3505, 0.5853, -2.2377], [-0.6733, 0.2213, 3.1058], [-5.8854, 1.4640, 4.2715], [5.4269, 0.7805, -2.3448], [2.8927, 3.7157, 6.8260], [3.4430, -8.5110, 3.0209], [-5.7741, 2.3892, -3.9115], [-2.1075, 0.6931, -1.1982], [-0.0689, 1.0040, -1.9137], [3.5790, 2.7619, 5.8713], [-2.2245, 3.9931, 1.0016], [3.0691, -4.3970, -1.0388], [-6.5735, 0.3750, 3.4762], [6.0974, 1.6753, -1.3343], [4.2160, -4.6025, -2.0020], [-6.1991, 1.8619, -2.5590], [0.0108, -4.3672, -4.3536], [2.2229, 1.2547, -1.1835], [-2.7009, 2.6508, -1.4164], [-1.2487, 3.5040, 0.9050], [-0.2800, 3.1804, -2.2608], [1.0849, -4.3844, -4.1941], [0.9602, 0.7541, 1.7851], [-7.4393, -3.9294, -3.7261], [-0.3104, -3.7347, -2.3058], [-0.8113, -0.1508, 4.1206], [-6.9678, -4.4378, -2.0891], [3.3821, 3.0277, 4.8309], [-6.0667, 2.4502, 3.8410], [4.1110, -8.2723, 3.8499], [4.4026, -5.6493, -2.2135], [5.6218, 4.2609, 0.2227], [-5.9204, 0.8251, -2.4227], [3.1060, -9.5396, 3.1106], [3.2942, 6.1225, -0.4825], [1.6263, 0.8555, -3.2559], [-2.9776, 3.2544, 1.2630], [-0.7134, -2.4932, -3.5168], [-7.2670, 2.0112, -2.3914], [5.8036, 1.4398, -0.3140], [2.2414, -5.0711, -1.2524], [5.8681, 2.7232, -1.5491], [-4.5930, -4.3073, -2.6384], [5.5273, 5.4017, -1.1434], [3.2914, 3.6291, 7.8380], [-1.0788, 1.2261, 3.0307], [1.3685, -0.4927, -2.0944], [5.1341, -4.1351, -1.6419], [1.4951, -7.9043, 2.2871], [2.9506, 4.7498, 6.4998], [-1.5716, 4.9061, 2.8668], [-6.4917, 2.1634, -4.6938], [3.2259, 4.3716, -0.1835], [-3.1600, 5.4624, 2.2902], [-5.2789, -5.0042, -4.1220], [-0.2022, -4.0032, -5.3603], [-6.6242, -0.5613, 4.0343], [-0.7774, -0.9226, -1.3025], [3.3676, -4.5035, -0.0066], [4.6512, 2.7041, 6.0335], [1.4597, 0.4364, 3.4634], [-4.7932, 2.0022, -4.1964], [5.4025, -0.2497, -2.0015], [-6.1740, 1.4665, 5.3185], [1.8886, -7.2577, 3.8965], [4.4208, 1.1033, -2.5902], [-3.0001, 0.2450, -0.7915], [-7.5698, 0.6586, 3.1504]],
  "total_charge": 1,
  "e_homo_ev": -12.80,
  "total_energy_ev": -245817.956,
  "homo_lumo_gap_ha": 0.3932
}